{"formula": "C38H38B2BrCrN10O4", "method": "wB97M-V/def2-TZVPD", "homo_energy_ev": [-6.78, -8.31], "spin_multiplicity": 6, "e_above_lowest_kj_mol": 0.00, "e_lumo_ha": [0.0130, -0.0581], "gap_ev": [7.135, 6.729], "charge": 0, "elements": ["C", "N", "H", "C", "B", "C", "H", "H", "C", "H", "C", "C", "H", "N", "H", "N", "C", "C", "C", "C", "H", "H", "N", "C", "N", "C", "H", "H", "C", "C", "H", "C", "H", "H", "O", "C", "H", "C", "H", "C", "C", "H", "C", "O", "C", "N", "C", "C", "H", "B", "H", "H", "C", "C", "N", "N", "H", "H", "H", "H", "C", "H", "H", "N", "H", "C", "O", "C", "C", "C", "C", "C", "H", "O", "H", "H", "C", "H", "H", "H", "C", "C", "N", "C", "Br", "H", "C", "H", "H", "Cr", "C", "H", "H", "H"], "positions_angstrom": [[-2.295184, -4.075857, 0.097653], [-2.618320, 0.607764, -0.296955], [0.062907, 0.444112, 5.864142], [2.997641, -2.566229, 0.007036], [3.013549, -0.401192, -1.471315], [2.486390, 2.949864, -0.173567], [-0.279822, -3.054009, 2.292278], [-3.516877, 0.412107, 0.138214], [2.090972, -0.447098, -3.905962], [-0.118929, 2.501071, 7.267931], [-2.995438, -3.704534, 2.510850], [-0.018493, 2.848458, 3.466897], [-4.352860, -5.974343, 4.630511], [1.944783, -0.258439, -2.585182], [4.515188, 3.827677, 0.064225], [3.188097, 0.974987, -0.752443], [0.034759, 0.222410, -3.471288], [-2.729452, 3.690123, -2.036452], [-1.848939, -2.788644, -0.356688], [0.044192, 1.597606, 4.052633], [-3.303555, 5.131655, -3.520513], [-5.655187, 5.231439, -2.750807], [4.315996, -0.820380, -2.143349], [1.553698, 4.093964, 0.036872], [-1.671001, -0.330485, -0.248273], [-3.629404, 4.524801, -2.686762], [-2.140825, -4.873910, -0.616426], [1.762096, 4.852920, -0.720364], [-3.935374, -5.565970, 3.720213], [0.010561, 1.427202, 5.417182], [-5.722849, 2.373237, 0.772122], [-4.945739, 4.582034, -2.255481], [3.861681, -2.991021, -0.470921], [-1.482662, 1.667851, -3.893514], [-0.893900, 2.089108, -0.748122], [-3.130132, 2.908815, -0.966197], [-0.171071, 4.972288, 3.746018], [-5.364093, 3.807466, -1.182287], [6.711050, -0.573128, -4.330983], [6.084233, -3.476804, -3.764483], [-3.787248, -6.367846, 2.592828], [7.161747, -3.425511, -3.917020], [4.282374, 1.721455, -0.536200], [0.034593, 2.709891, 2.109555], [-3.248810, -5.844561, 1.437026], [2.079689, 1.721431, -0.494702], [-2.135954, 2.027881, -0.233409], [-0.120550, 3.999009, 4.214665], [0.617138, -1.859795, 3.240099], [0.144625, 1.325426, 1.827200], [5.039419, 1.029160, -2.914408], [1.703021, 4.545191, 1.016839], [5.939857, -0.865063, -3.639289], [5.547740, -2.171182, -3.272726], [1.397067, -1.065132, 0.309209], [0.681609, 0.141581, -2.311212], [-2.180885, 2.279522, 0.843871], [0.519370, 3.778768, -0.054110], [-1.887954, 0.011150, -4.346579], [3.023525, -0.790540, -4.321019], [-2.845665, -4.492508, 1.349328], [5.266048, 1.301492, -0.651495], [-1.921314, 0.506823, -2.648864], [4.568455, -2.135255, -2.388574], [-1.690604, 3.636753, -2.333256], [0.175516, -2.063507, 2.264495], [0.135497, 0.649841, 3.070694], [5.121889, -0.043548, -2.911345], [-4.455077, 2.977505, -0.547891], [-0.155670, 3.843637, 5.601194], [1.231418, -2.036000, 1.212788], [-2.211113, -1.583599, 0.111084], [-2.653388, -2.683113, 2.530815], [-4.815449, 2.176781, 0.514611], [-0.234959, 4.720112, 6.230183], [-3.132988, -6.474928, 0.564029], [-1.396800, 0.623460, -3.589661], [0.660879, -0.206057, -5.564086], [5.868187, -4.265730, -3.046813], [-6.392611, 3.848324, -0.841223], [0.893984, -0.151262, -4.515216], [-0.090964, 2.585232, 6.189894], [2.498474, -1.401974, -0.422130], [-3.528229, -4.238528, 3.669516], [-0.596725, -2.891384, -1.787913], [-3.619884, -3.613120, 4.547891], [3.888038, 2.985494, -0.169530], [5.626176, -3.752518, -4.715931], [-4.090302, -7.406137, 2.621744], [0.286285, 0.642643, -0.240940], [2.215018, -3.013403, 1.044892], [-3.010111, -1.549599, 0.845104], [-0.595346, -1.318460, 2.100189], [2.333276, -3.915219, 1.619357]], "forces_ev_per_angstrom": [[-0.02, -0.01, 0.10], [0.18, -0.03, 0.15], [0.00, -0.01, 0.01], [0.03, -0.10, 0.06], [-0.01, -0.01, 0.04], [-0.02, -0.01, 0.00], [0.01, -0.01, 0.00], [0.00, -0.04, -0.09], [-0.01, -0.03, -0.05], [0.00, 0.00, 0.01], [0.02, -0.01, 0.01], [0.00, 0.07, -0.02], [-0.01, 0.00, 0.01], [0.04, 0.11, 0.10], [0.01, 0.01, 0.00], [-0.14, -0.01, -0.17], [-0.06, -0.10, 0.02], [0.00, 0.05, 0.01], [0.17, 0.05, -0.01], [0.00, -0.04, 0.01], [0.01, 0.00, 0.00], [-0.01, 0.01, -0.01], [-0.03, -0.04, 0.03], [0.01, 0.01, -0.03], [-0.10, 0.06, 0.11], [-0.02, -0.01, 0.03], [-0.02, 0.00, -0.02], [0.00, 0.01, 0.01], [0.00, -0.01, 0.01], [-0.01, 0.05, 0.05], [0.05, -0.01, -0.03], [0.02, 0.00, 0.00], [-0.04, 0.02, 0.02], [0.00, 0.00, 0.01], [0.17, -0.10, 0.04], [-0.04, -0.03, 0.02], [0.00, 0.00, 0.00], [0.01, 0.01, -0.02], [0.01, 0.00, -0.01], [-0.02, 0.02, -0.01], [0.01, 0.01, -0.01], [0.01, 0.00, 0.01], [0.03, -0.10, 0.05], [-0.02, -0.13, -0.03], [-0.06, -0.04, 0.01], [-0.07, -0.05, 0.03], [-0.06, -0.12, -0.08], [0.00, 0.01, 0.06], [-0.01, -0.02, -0.03], [-0.10, 0.14, 0.21], [-0.01, 0.03, 0.02], [0.00, -0.01, 0.02], [0.00, -0.03, -0.02], [0.05, -0.04, 0.01], [0.18, 0.00, 0.07], [0.04, 0.07, -0.08], [0.08, 0.03, -0.01], [0.01, -0.01, -0.01], [0.00, 0.01, 0.00], [0.03, 0.01, 0.01], [0.02, 0.06, -0.10], [0.01, 0.00, -0.03], [-0.01, -0.01, 0.01], [0.04, 0.11, -0.06], [0.00, -0.01, -0.01], [-0.06, -0.08, -0.06], [0.08, 0.09, -0.11], [-0.03, -0.02, -0.02], [-0.01, -0.03, 0.01], [0.00, -0.02, -0.03], [-0.06, -0.05, 0.05], [-0.05, 0.08, 0.01], [0.03, 0.11, -0.07], [-0.05, 0.03, 0.01], [0.00, 0.01, 0.01], [0.00, -0.01, 0.00], [0.03, 0.00, -0.03], [-0.01, 0.00, -0.02], [-0.01, -0.01, 0.01], [-0.01, -0.01, 0.00], [-0.01, -0.01, 0.02], [0.00, -0.01, -0.03], [0.00, 0.01, -0.08], [0.00, 0.00, -0.04], [-0.03, 0.01, -0.02], [0.00, 0.01, 0.01], [-0.03, 0.03, 0.02], [0.01, 0.00, -0.01], [0.00, -0.01, 0.00], [-0.19, 0.12, -0.11], [0.02, 0.05, 0.05], [-0.04, -0.02, 0.08], [0.03, -0.04, -0.02], [0.01, -0.02, 0.00]]}



{"formula": "C38H38BrCsN6O4", "method": "wB97M-V/def2-TZVPD", "homo_energy_ev": -0.95, "e_above_lowest_kj_mol": 135.78, "e_lumo_ha": 0.1345, "gap_ev": 4.607, "charge": -2, "elements": ["C", "C", "C", "H", "C", "H", "H", "H", "H", "C", "N", "C", "C", "H", "H", "C", "H", "H", "H", "H", "H", "C", "Br", "H", "N", "H", "H", "C", "H", "H", "C", "H", "C", "H", "C", "C", "H", "H", "C", "H", "H", "H", "H", "H", "O", "N", "C", "C", "C", "C", "H", "C", "C", "H", "O", "O", "C", "C", "C", "H", "C", "H", "C", "H", "C", "C", "C", "N", "Cs", "C", "C", "C", "N", "C", "O", "H", "H", "C", "H", "C", "C", "H", "H", "C", "C", "N", "H", "H"], "positions_angstrom": [[-4.455029, 1.110165, -4.616516], [-2.018195, -1.856385, -0.501699], [1.800029, -2.029420, 4.077436], [0.174527, 1.338369, -3.098509], [-1.164857, -1.437962, -3.373290], [8.629591, -0.684096, 0.687664], [-0.588297, -3.125997, -6.304454], [3.881000, 0.814726, 2.531232], [-7.968035, 0.888568, 0.877783], [8.001304, 1.364575, 0.814139], [-1.314890, 2.436475, -2.146177], [-0.223040, -3.940554, -4.350906], [4.485799, 2.706926, 0.635219], [-0.458798, -4.094517, -0.109390], [-1.390601, -0.957378, -5.440260], [-0.638144, -2.956563, -5.233231], [-6.457263, 1.939136, 2.593935], [-2.499553, -1.079297, -1.087806], [0.027997, -4.459488, -2.294126], [-1.852774, -1.517272, 0.522411], [0.085827, -3.042503, 3.396787], [-6.116967, 1.708683, 1.594771], [1.943654, 3.802819, 1.047401], [3.948207, -3.131112, 6.463603], [-1.460750, -0.214891, -2.864771], [-5.175096, 3.139871, -4.538140], [0.421693, -5.025389, 4.901153], [7.790305, -0.000136, 0.675927], [1.014482, -3.256292, -0.644416], [-1.407617, 4.583492, -2.079257], [0.921171, -3.100437, 4.084120], [-3.298243, 3.904580, -3.135861], [5.622731, 1.763152, 0.665074], [6.327604, -1.545415, 0.396755], [6.499370, -0.483389, 0.515699], [0.039570, 2.317017, -2.643712], [0.275461, 3.109419, -3.377973], [4.419192, 0.017420, 0.353640], [-3.464096, 0.223383, -4.219952], [3.271790, -0.243508, 4.664774], [-2.518749, 3.686312, -0.990419], [9.007178, 1.748303, 0.933464], [0.952721, 0.584013, 4.323604], [0.141593, -4.898198, -4.704837], [0.441839, -0.928975, 2.429923], [-0.738320, -2.215487, -1.086316], [-5.076037, 1.115112, -0.846409], [5.424284, 0.390949, 0.502075], [1.116826, -4.194805, 4.918651], [2.214695, -4.217701, 5.766033], [2.384751, -5.067212, 6.418195], [-2.338418, 2.004767, -3.023917], [-3.878213, 2.653830, 2.307385], [-4.615321, 0.893798, -1.803144], [-2.930058, 3.338071, 1.870174], [3.765749, -1.017280, 5.025931], [6.925742, 2.239461, 0.804046], [3.368551, 2.575573, 1.357427], [3.096590, -3.146720, 5.794038], [2.490111, -0.914428, 2.374521], [3.097670, 1.547957, 2.355968], [4.568623, 3.553751, -0.035461], [-1.531954, 3.682144, -1.452141], [-5.286324, 0.749897, -5.215843], [-4.799103, 2.000133, 1.251713], [2.888789, -2.055637, 4.957969], [-4.402413, 2.440670, -4.240818], [-4.293325, 1.715408, 0.050182], [-1.095039, 1.288017, 1.469323], [-1.103734, -1.742865, -4.751429], [-0.735667, -2.471471, -2.473314], [1.587377, -0.912667, 3.038117], [1.831866, 0.442822, 3.834782], [-2.369065, 0.615648, -3.405829], [-4.173037, 2.399237, 3.491068], [-7.008461, 0.332259, -1.363127], [7.090783, 3.304591, 0.916697], [-6.405579, 0.805389, -0.598784], [0.740125, 2.414629, -1.809941], [-3.332702, 2.868276, -3.448726], [0.014684, -3.101444, -0.235100], [-3.540059, -0.822939, -4.485924], [-2.685005, -2.735659, -0.428326], [-0.285059, -3.682992, -2.981917], [-6.932427, 1.116184, 0.647155], [1.990515, 1.528521, 2.991524], [-0.809501, 3.739432, -0.634737], [0.113447, -2.635450, 0.747417]], "forces_ev_per_angstrom": [[-0.01, -0.02, -0.04], [0.02, -0.30, 0.09], [0.05, 0.05, 0.00], [0.00, 0.01, 0.02], [0.08, -0.01, -0.02], [0.00, 0.00, 0.00], [-0.01, 0.01, 0.00], [0.02, -0.02, 0.05], [0.01, 0.00, 0.00], [-0.01, 0.01, 0.00], [-0.06, 0.06, 0.12], [0.01, -0.01, -0.08], [-0.13, -0.05, 0.12], [0.00, 0.00, 0.00], [0.00, -0.03, -0.06], [0.02, -0.07, 0.00], [0.03, 0.01, 0.01], [0.03, 0.04, 0.01], [-0.01, 0.03, 0.00], [0.03, 0.09, 0.00], [-0.01, 0.00, 0.00], [-0.06, -0.09, -0.13], [0.17, 0.08, 0.03], [0.00, 0.00, 0.00], [0.05, -0.03, 0.02], [0.00, 0.00, 0.00], [0.00, 0.00, 0.00], [0.01, -0.01, 0.00], [0.00, 0.01, -0.01], [0.01, -0.02, -0.05], [0.00, -0.01, 0.00], [0.00, -0.01, -0.01], [-0.01, -0.05, -0.04], [-0.02, 0.00, 0.00], [0.02, -0.01, 0.00], [0.01, -0.03, -0.05], [-0.01, 0.00, -0.01], [-0.01, -0.03, 0.00], [0.13, 0.02, 0.06], [-0.08, 0.06, -0.04], [-0.03, 0.02, -0.02], [0.00, 0.01, 0.00], [-0.03, 0.02, -0.04], [0.00, 0.01, -0.02], [0.04, -0.03, 0.06], [0.05, 0.20, -0.01], [0.00, 0.08, 0.00], [0.02, 0.06, 0.03], [-0.03, -0.01, -0.02], [0.03, 0.00, 0.02], [0.00, 0.00, 0.00], [0.04, -0.03, -0.04], [-0.31, 0.05, 0.04], [-0.02, -0.04, -0.04], [-0.05, 0.30, -0.03], [0.12, -0.03, 0.04], [0.01, -0.01, -0.01], [-0.11, 0.12, -0.17], [-0.01, -0.01, 0.00], [-0.02, 0.00, 0.04], [-0.19, 0.04, -0.07], [0.01, 0.00, 0.00], [-0.07, -0.18, 0.22], [0.01, -0.03, 0.01], [0.04, 0.08, 0.09], [-0.03, -0.01, 0.01], [-0.03, 0.08, 0.00], [0.13, -0.01, 0.19], [0.21, -0.20, -0.49], [-0.07, 0.13, 0.13], [-0.08, -0.06, -0.01], [0.04, -0.14, 0.00], [0.07, 0.04, 0.11], [-0.13, 0.00, -0.02], [-0.03, -0.04, 0.04], [0.03, 0.00, -0.03], [0.00, 0.00, 0.00], [0.02, 0.01, 0.01], [0.04, 0.00, 0.01], [-0.03, 0.01, -0.02], [-0.02, -0.03, 0.02], [-0.03, -0.02, -0.03], [-0.03, 0.01, -0.08], [0.01, -0.03, 0.07], [-0.04, 0.01, 0.03], [0.11, -0.19, 0.01], [0.10, 0.15, -0.03], [0.00, 0.00, 0.00]]}



The lowest charge belongs to which entry? C38H38BrCsN6O4



Look up the charge of the first one. 0